C26H51F3NO11S5 | ωB97M-V/def2-TZVPD

- Strongest force on any atom: 0.44 eV/Å
- Net charge: +1
- Calculated total energy: -4193.9262 a.u.
- Relative energy (zero: lowest compared OMol25 entry of this formula, charge and spin): 0.0 kcal per mole

Positions of all 97 atoms, in Å:
C (-1.5678, -1.9798, -3.1647)
C (-0.0504, -2.2245, -3.1117)
C (0.4919, -2.1094, -1.6892)
N (0.3598, -0.6651, -1.2742)
C (0.6321, -0.3809, 0.1829)
F (0.6689, -1.5069, 0.8630)
F (-0.3517, 0.3796, 0.6270)
F (1.7792, 0.2443, 0.3147)
C (1.2152, 0.1712, -2.2172)
C (0.6925, -0.0299, -3.6266)
O (0.6554, -1.3835, -4.0061)
H (-1.7958, -1.0838, -3.7420)
H (-2.0200, -1.9114, -2.1687)
H (-2.0624, -2.8129, -3.6599)
H (0.1884, -3.2391, -3.4293)
H (-0.0933, -2.7294, -1.0156)
H (1.5473, -2.3685, -1.6173)
H (-0.6106, -0.3692, -1.4385)
H (1.1329, 1.2193, -1.9324)
H (2.2393, -0.1742, -2.1033)
H (-0.2879, 0.4531, -3.7487)
H (1.3803, 0.4806, -4.2985)
C (-3.5701, 3.3176, -5.2202)
C (-4.8506, 3.0176, -6.0098)
C (-4.8760, 1.5129, -6.2995)
S (-3.9729, 0.7374, -4.9596)
O (-2.7657, 0.1186, -5.4717)
O (-4.8452, -0.0328, -4.1096)
C (-3.5058, 2.2575, -4.1258)
H (-3.5757, 4.3218, -4.7992)
H (-2.6980, 3.2314, -5.8720)
H (-5.7222, 3.2910, -5.4127)
H (-4.8951, 3.5877, -6.9358)
H (-5.8738, 1.0810, -6.3073)
H (-4.3520, 1.2562, -7.2186)
H (-2.5176, 2.1254, -3.6887)
H (-4.2461, 2.4338, -3.3454)
C (-8.3961, -3.6748, -6.4182)
C (-7.4718, -4.0839, -5.2631)
C (-6.7464, -2.8200, -4.7882)
S (-7.8534, -1.4471, -5.1492)
O (-7.2415, -0.6053, -6.1527)
O (-8.3511, -0.8659, -3.9313)
C (-9.1266, -2.4240, -5.9439)
H (-9.0964, -4.4668, -6.6778)
H (-7.8061, -3.4443, -7.3077)
H (-8.0688, -4.4965, -4.4478)
H (-6.7595, -4.8491, -5.5683)
H (-6.5438, -2.8063, -3.7205)
H (-5.8274, -2.6319, -5.3398)
H (-9.5681, -1.8280, -6.7389)
H (-9.8749, -2.6520, -5.1850)
C (1.2112, -0.9295, 4.1324)
C (2.5700, -0.2120, 4.1221)
C (2.9920, -0.0111, 5.5805)
S (2.2315, -1.3560, 6.5099)
O (1.2742, -0.8009, 7.4287)
O (3.2484, -2.2640, 6.9698)
C (1.3509, -2.0783, 5.1248)
H (0.9385, -1.2968, 3.1450)
H (0.4300, -0.2436, 4.4680)
H (3.3074, -0.8320, 3.6076)
H (2.5210, 0.7439, 3.6002)
H (4.0675, -0.0656, 5.7312)
H (2.6059, 0.9159, 6.0002)
H (0.4095, -2.4817, 5.4899)
H (1.9756, -2.8802, 4.7315)
C (6.0956, -0.6997, 10.8395)
C (5.2689, -1.8972, 10.3500)
C (5.8806, -2.3612, 9.0250)
S (7.6214, -1.9165, 9.0915)
O (7.8781, -0.9191, 8.0794)
O (8.4423, -3.0972, 9.1617)
C (7.5573, -1.1068, 10.6890)
H (5.8607, -0.4377, 11.8701)
H (5.8919, 0.1744, 10.2170)
H (5.3225, -2.7026, 11.0849)
H (4.2186, -1.6402, 10.2196)
H (5.8082, -3.4342, 8.8676)
H (5.4535, -1.8408, 8.1714)
H (8.2605, -0.2774, 10.6806)
H (7.8541, -1.8439, 11.4348)
C (2.7960, 4.8190, 0.0466)
C (4.2522, 4.9693, -0.4152)
C (4.3795, 4.2595, -1.7679)
S (2.7551, 4.3640, -2.5347)
O (2.2165, 3.0229, -2.6776)
O (2.7876, 5.2231, -3.6833)
C (1.9357, 5.1713, -1.1622)
H (2.5700, 5.4644, 0.8935)
H (2.6050, 3.7869, 0.3526)
H (4.4906, 6.0276, -0.5298)
H (4.9516, 4.5534, 0.3077)
H (5.0913, 4.7302, -2.4413)
H (4.6170, 3.2025, -1.6624)
H (0.9087, 4.8168, -1.1132)
H (1.9504, 6.2404, -1.3720)

Cartesian forces (eV/Å) of the 2 atoms listed first:
0.072 -0.149 0.088
-0.217 0.011 -0.055

Atom charges from the Mulliken analysis, given in e for atoms 1 to 8: -1.41, 0.40, -0.86, 0.05, 0.93, -0.33, -0.27, -0.24